Entry 1:
{"formula": "C39H35ClN7OsP", "method": "ωB97M-V/def2-TZVPD", "e_lumo_ev": [-10.5, -14.1], "charge": 4, "de_lowest_ev": 0.000, "spin_multiplicity": 5, "e_homo_ev": [-18.62, -18.92], "homo_lumo_gap_ev": [8.150, 4.816], "species": ["Os", "C", "N", "C", "C", "N", "C", "C", "C", "C", "C", "C", "N", "C", "N", "C", "C", "C", "C", "C", "C", "N", "H", "H", "H", "H", "H", "H", "H", "H", "H", "H", "H", "H", "H", "H", "H", "Cl", "C", "C", "C", "C", "C", "C", "P", "C", "C", "C", "C", "C", "C", "C", "C", "C", "C", "C", "C", "H", "H", "H", "H", "H", "H", "H", "H", "H", "H", "H", "H", "H", "H", "N", "C", "C", "C", "C", "C", "N", "H", "H", "H", "H", "H", "H"], "coordinates": [[-0.56747, 1.27888, 0.43515], [-3.37903, 1.79613, 1.41934], [-2.31926, 2.46425, 0.60873], [-2.71656, 3.03880, -0.70499], [-1.43299, 3.25494, -1.45261], [-0.31323, 2.56912, -1.14132], [0.69615, 3.08428, -1.97861], [2.05777, 2.80426, -2.07881], [2.77802, 3.51132, -3.02257], [2.17685, 4.47184, -3.85109], [0.83154, 4.76491, -3.75606], [0.11862, 4.05177, -2.80012], [-1.22179, 4.12639, -2.42383], [-2.66698, 0.84470, 2.34081], [-1.38594, 0.48968, 2.12940], [-1.02751, -0.35518, 3.18864], [0.18961, -0.95138, 3.51024], [0.22288, -1.70254, 4.66957], [-0.91029, -1.85828, 5.48485], [-2.11604, -1.25649, 5.18002], [-2.14027, -0.49970, 4.01514], [-3.14892, 0.27797, 3.43837], [-4.05301, 1.25932, 0.75169], [-3.96180, 2.53209, 1.97711], [-1.94100, 3.23268, 1.16906], [-3.27233, 3.96995, -0.57628], [-3.36549, 2.33144, -1.22322], [2.54493, 2.07377, -1.44797], [3.83824, 3.32609, -3.12927], [2.78530, 4.99667, -4.57480], [0.36702, 5.51278, -4.38432], [-1.91191, 4.75159, -2.82127], [1.07156, -0.81634, 2.89740], [1.14740, -2.17408, 4.97434], [-0.83076, -2.45322, 6.38435], [-2.98157, -1.36370, 5.81954], [-4.07707, 0.41626, 3.81820], [-2.64531, -0.21475, -1.10464], [-2.68222, -1.84063, -0.41389], [-3.91919, -2.38560, -0.14789], [-3.97255, -3.69348, 0.32943], [-2.80513, -4.42266, 0.50598], [-1.57416, -3.85674, 0.21442], [-1.48537, -2.53913, -0.25024], [0.05335, -1.75662, -0.74164], [0.04407, -1.50052, -2.50788], [-0.75757, -2.28066, -3.34579], [-0.68089, -2.09715, -4.71538], [0.17128, -1.13248, -5.24685], [0.95652, -0.34491, -4.41198], [0.88969, -0.52327, -3.04063], [1.40058, -2.80194, -0.27961], [2.41780, -3.10452, -1.21058], [3.43816, -3.95915, -0.85504], [3.48926, -4.48714, 0.43710], [2.51340, -4.15914, 1.38295], [1.48941, -3.30764, 1.03946], [-4.82431, -1.82498, -0.33734], [-4.93434, -4.14333, 0.53752], [-2.85335, -5.44759, 0.84755], [-0.68309, -4.46011, 0.31182], [-1.41801, -3.03729, -2.94044], [-1.27954, -2.71226, -5.37342], [0.22455, -1.00064, -6.31948], [1.61951, 0.40088, -4.83001], [1.51326, 0.08035, -2.39029], [2.35720, -2.71797, -2.21943], [4.19447, -4.24181, -1.57475], [4.29290, -5.15956, 0.70780], [2.57462, -4.58308, 2.37590], [0.72804, -3.04565, 1.76577], [0.50378, 3.22570, 2.22439], [1.68888, 2.59329, 1.77290], [2.96248, 3.09152, 1.99010], [4.05037, 2.34819, 1.56546], [3.83758, 1.11746, 0.94718], [2.54750, 0.70582, 0.71707], [1.47816, 1.44503, 1.09167], [0.66693, 4.20244, 2.45391], [0.18303, 2.76886, 3.07707], [3.09376, 4.02650, 2.51845], [5.05585, 2.71141, 1.73587], [4.66558, 0.49319, 0.64219], [2.32843, -0.22927, 0.22042]], "forces_ev_per_a": [[-0.2, 1.0, 0.5], [0.1, 0.0, 0.1], [-0.1, -0.1, 0.0], [0.0, 0.1, -0.1], [-0.1, 0.0, 0.1], [0.2, 0.1, -0.2], [0.0, 0.0, 0.0], [0.0, 0.0, 0.0], [0.0, 0.0, 0.0], [0.0, 0.0, 0.0], [0.0, 0.0, 0.0], [0.2, 0.0, -0.1], [-0.1, 0.0, 0.0], [0.0, 0.1, 0.0], [0.0, -0.2, 0.0], [0.0, 0.0, 0.1], [-0.1, 0.0, 0.0], [0.0, 0.0, 0.0], [-0.1, 0.0, 0.0], [0.0, 0.0, 0.0], [0.1, -0.1, 0.1], [0.0, 0.1, -0.1], [0.0, 0.0, 0.0], [0.0, 0.0, 0.0], [0.0, 0.0, 0.0], [0.0, 0.0, 0.0], [0.0, 0.0, 0.0], [0.0, 0.0, 0.0], [0.0, 0.0, 0.0], [0.0, 0.0, 0.0], [0.0, 0.0, 0.0], [0.0, 0.0, 0.0], [0.0, 0.0, 0.0], [0.0, 0.0, 0.0], [0.0, 0.0, 0.0], [0.0, 0.0, 0.0], [0.0, 0.0, 0.0], [0.1, -0.1, 0.0], [-0.2, 0.1, 0.0], [0.1, 0.0, 0.0], [0.0, 0.0, 0.0], [0.0, 0.0, 0.0], [0.0, -0.1, 0.0], [0.0, 0.1, 0.0], [0.0, -0.9, -0.4], [0.1, 0.1, 0.1], [-0.1, 0.0, 0.0], [0.0, 0.0, 0.0], [0.0, 0.0, 0.0], [0.0, 0.0, 0.0], [0.1, 0.0, -0.1], [0.2, 0.1, 0.2], [0.0, 0.0, -0.2], [0.0, 0.0, 0.0], [0.0, 0.0, 0.0], [0.0, 0.0, 0.0], [-0.1, 0.0, 0.1], [0.0, 0.0, 0.0], [0.0, 0.0, 0.0], [0.0, 0.0, 0.0], [0.0, 0.0, 0.0], [0.0, 0.0, 0.0], [0.0, 0.0, 0.0], [0.0, 0.0, 0.0], [0.0, 0.0, 0.0], [0.0, 0.0, 0.0], [0.0, 0.0, 0.0], [0.0, 0.0, 0.0], [0.0, 0.0, 0.0], [-0.1, 0.0, 0.0], [0.0, 0.0, 0.0], [-0.1, -0.2, -0.1], [0.0, -0.2, -0.2], [0.0, -0.1, 0.0], [0.0, 0.0, 0.0], [0.0, 0.0, 0.0], [-0.2, 0.0, 0.1], [0.2, 0.1, 0.0], [-0.1, 0.0, -0.1], [0.0, 0.0, 0.0], [0.0, 0.0, 0.0], [0.0, 0.0, 0.0], [0.0, 0.0, 0.0], [0.0, 0.0, 0.0]]}

=====

Entry 2:
{"formula": "C7H12ClFN2", "method": "ωB97M-V/def2-TZVPD", "e_lumo_ev": -10.7, "charge": 2, "de_lowest_ev": 3.935, "e_homo_ev": -18.07, "homo_lumo_gap_ev": 7.414, "species": ["C", "C", "C", "C", "C", "C", "C", "N", "N", "F", "Cl", "H", "H", "H", "H", "H", "H", "H", "H", "H", "H", "H", "H"], "coordinates": [[0.35882, -0.96795, 1.53144], [-0.67537, -2.01436, 1.15779], [-0.31226, 0.15186, -1.78605], [-0.72341, -1.29183, -1.31808], [-0.60193, 1.39411, 0.50995], [-0.25549, 0.00799, 0.59337], [2.38931, 2.75917, -0.58049], [0.24728, 0.75837, -0.51551], [-1.14762, -1.09011, 0.08524], [-2.56269, -0.93602, 0.16806], [1.98877, 4.15135, -1.12291], [0.52115, -0.52214, 2.48013], [1.33869, -1.39699, 1.28700], [-0.52716, -3.05284, 0.86652], [-1.46314, -2.05368, 1.81545], [0.54423, 0.31684, -2.33101], [-1.01998, 0.72067, -2.33092], [-1.61416, -1.58588, -1.89631], [0.12809, -1.88715, -1.37958], [-1.54602, 1.77688, 0.10647], [0.06036, 2.08366, 1.05962], [1.86438, 1.85887, -0.89175], [2.94884, 2.56755, 0.33233]], "forces_ev_per_a": [[2.5, -0.9, 0.0], [0.0, 0.1, -0.2], [-0.1, -0.2, 2.7], [-2.1, 2.7, -2.0], [-0.1, 2.0, -0.9], [-0.2, -0.9, -0.6], [-0.4, -2.0, 1.5], [0.0, -0.6, 0.0], [-1.4, -0.2, -0.5], [1.6, 0.3, -0.5], [0.0, 1.7, -0.7], [-0.6, -0.4, 1.4], [0.1, 0.7, -0.5], [0.8, 0.3, -0.4], [-1.9, 0.0, 1.8], [1.9, -1.2, -2.1], [-1.4, 0.6, 0.2], [0.6, -0.6, 0.3], [1.1, -1.6, 0.2], [0.0, -0.3, 0.8], [-1.1, -0.2, 0.3], [0.0, -0.2, -0.8], [0.7, 0.8, -0.1]]}